Record 1
This record from the Open Molecules 2025 dataset describes a molecular structure, C64H57AsN3O5S2V. The level of theory is ωB97M-V with the def2-TZVPD basis set.

Computed properties:
expectation value of S²: 3.76
net charge: +1
highest occupied orbital energy (spin up / spin down): -9.82 / -10.31 eV
energy above the lowest of the compared OMol25 structures with the same formula, charge and spin: 39.5 kJ/mol
2S+1: 4

Structure (XYZ):
```
133
Properties=species:S:1:pos:R:3:forces:R:3:lowdin_spin:R:1
V -0.2949 1.7608 -0.3864 3.0 0.2 0.3 2.66
C 0.3737 -2.4203 7.1997 0.0 -0.1 0.0 0.00
C 0.5559 -2.0742 5.7536 0.1 0.1 -0.1 0.00
C 1.8274 -1.9252 5.2061 -0.1 0.0 0.1 0.00
C 1.9863 -1.5711 3.8770 0.0 0.1 -0.2 0.00
C 0.8657 -1.3658 3.0855 0.5 0.0 -0.3 0.00
C -0.4082 -1.5467 3.5997 -0.1 -0.1 -0.1 0.00
C -0.5542 -1.9028 4.9281 0.0 0.1 -0.1 0.00
S 1.1670 -0.8303 1.3914 -0.9 -0.5 0.8 0.00
O 0.3758 0.4710 1.3097 -0.1 0.1 -0.6 0.02
C 0.1411 -2.0724 0.5703 0.5 -0.7 -0.3 0.00
C -1.1859 -1.7500 0.2651 -0.1 0.1 0.1 0.00
C -1.9337 -2.5922 -0.5043 0.0 0.0 0.1 0.00
C -1.3818 -3.7893 -1.0097 0.2 -0.1 0.0 0.00
C -2.1082 -4.6380 -1.8748 -0.1 -0.1 -0.1 0.00
C -1.5410 -5.7748 -2.3762 -0.2 0.1 0.0 0.00
C -0.2165 -6.1167 -2.0467 0.2 0.1 0.1 0.00
C 0.5103 -5.3244 -1.2046 0.0 -0.1 -0.1 0.00
C -0.0521 -4.1474 -0.6597 -0.2 0.2 0.0 0.00
C 0.7065 -3.2754 0.1664 0.1 0.8 0.2 0.00
C 2.1244 -3.5872 0.5257 0.1 0.3 -0.1 0.00
C 2.4327 -4.5636 1.5111 0.1 0.0 0.0 0.00
C 1.4239 -5.3035 2.1699 -0.1 -0.1 0.1 0.00
C 1.7512 -6.2614 3.0872 -0.1 0.1 -0.1 0.00
C 3.1005 -6.5076 3.4009 0.1 0.0 0.1 0.00
C 4.0945 -5.7775 2.8144 0.0 -0.1 0.1 0.00
C 3.7927 -4.7876 1.8518 -0.3 -0.1 0.0 0.00
C 4.8018 -4.0144 1.2378 0.0 0.1 -0.1 0.00
C 4.4863 -3.0713 0.3042 0.3 0.1 -0.1 0.00
C 3.1472 -2.8767 -0.0630 -0.8 -0.2 0.3 0.00
S 2.7169 -1.5379 -1.1831 0.8 -0.6 -0.5 0.00
O 3.9572 -0.7147 -1.1927 0.0 0.6 -0.1 0.00
C 2.6854 -2.4644 -2.7225 -0.4 0.3 0.2 0.00
C 3.8531 -2.8718 -3.3416 0.2 0.0 0.1 0.00
C 3.7869 -3.4156 -4.6120 0.0 0.0 0.1 0.00
C 2.5658 -3.5415 -5.2716 -0.1 -0.1 0.0 0.00
C 2.5081 -4.0546 -6.6804 0.0 0.1 0.0 0.00
C 1.4040 -3.1355 -4.6215 0.0 -0.1 -0.1 0.00
C 1.4566 -2.5970 -3.3488 0.0 0.1 0.0 0.00
H 1.1133 -1.9162 7.8180 0.0 0.0 0.1 0.00
H 0.4986 -3.4936 7.3454 0.0 -0.1 0.1 0.00
H -0.6234 -2.1507 7.5391 0.0 0.0 0.1 0.00
H 2.6951 -2.0796 5.8328 0.1 0.0 0.0 0.00
H 2.9708 -1.4474 3.4431 0.1 0.0 0.0 0.00
H -1.2792 -1.4124 2.9726 -0.1 0.0 0.0 0.00
H -1.5414 -2.0524 5.3441 -0.1 0.0 0.0 0.00
H -1.5987 -0.8413 0.6736 0.0 0.1 -0.1 0.00
H -2.9594 -2.3486 -0.7504 0.0 0.0 0.0 0.00
H -3.1221 -4.3698 -2.1401 0.0 0.0 0.0 0.00
H -2.1025 -6.4169 -3.0396 -0.1 0.0 0.0 0.00
H 0.2260 -7.0058 -2.4728 0.0 0.0 0.0 0.00
H 1.5346 -5.5695 -0.9611 0.0 -0.1 0.0 0.00
H 0.3898 -5.0935 1.9330 -0.1 -0.1 0.0 0.00
H 0.9741 -6.8361 3.5718 0.0 0.0 0.0 0.00
H 3.3385 -7.2736 4.1246 0.1 0.0 0.0 0.00
H 5.1294 -5.9453 3.0809 0.1 0.0 0.0 0.00
H 5.8321 -4.1811 1.5230 0.0 0.0 0.0 0.00
H 5.2402 -2.4500 -0.1589 0.0 0.0 0.0 0.00
H 4.8018 -2.7273 -2.8423 0.1 0.0 0.0 0.00
H 4.6983 -3.7193 -5.1096 0.0 0.0 0.0 0.00
H 3.3227 -4.7465 -6.8859 0.0 0.0 0.0 0.00
H 2.5980 -3.2167 -7.3740 0.0 0.0 -0.1 0.00
H 1.5614 -4.5545 -6.8778 0.0 0.0 0.0 0.00
H 0.4540 -3.2053 -5.1344 -0.1 0.0 0.0 0.00
H 0.5611 -2.2376 -2.8599 -0.1 0.1 0.0 0.00
N 1.8285 2.2102 -0.7561 0.5 0.0 0.2 0.02
C 1.9468 2.3006 -2.2197 -0.1 -0.3 -0.3 0.01
C 0.9356 1.3182 -2.8318 0.3 -0.1 -0.8 0.01
O 0.9258 1.0963 -4.0244 0.2 0.1 0.1 0.01
O 0.1188 0.7830 -1.9762 -0.2 -0.8 -0.5 0.06
H 2.2972 3.0010 -0.3209 -0.1 -0.1 0.0 0.00
H 2.3661 1.3842 -0.4824 0.0 0.1 0.2 0.00
H 2.9462 2.0502 -2.5800 0.0 0.0 0.0 0.00
H 1.6977 3.3071 -2.5579 0.1 -0.1 0.0 0.00
C -0.7852 4.5614 6.2858 0.0 -0.1 0.0 0.00
C -1.0193 3.0560 6.2291 -0.1 0.3 0.1 0.00
N -1.1284 2.5457 4.8630 -0.1 0.0 0.0 0.00
C -0.0283 1.7450 4.3538 0.2 0.0 -0.1 0.00
C 1.2170 2.5725 4.0477 -0.2 -0.1 0.0 0.00
C -2.3146 2.7435 4.2433 0.2 0.0 0.1 0.00
O -3.2394 3.3500 4.7570 -0.1 0.0 0.0 0.00
C -2.5261 2.1319 2.8835 -0.3 0.1 0.0 0.00
C -3.6490 1.3173 2.7238 0.3 0.1 -0.2 0.04
C -3.9053 0.7690 1.4793 0.0 0.0 0.1 0.00
C -3.0232 1.0205 0.4458 0.0 0.0 -0.1 0.04
N -1.9475 1.8092 0.5862 -2.9 -0.4 1.6 0.01
C -1.7457 2.3992 1.7765 -0.2 0.0 0.1 0.04
H -0.7364 4.8844 7.3243 0.0 0.0 0.0 0.00
H -1.6149 5.0786 5.8098 0.0 0.0 0.0 0.00
H 0.1424 4.8399 5.7881 0.1 0.0 0.0 0.00
H -1.9577 2.8351 6.7424 0.1 -0.1 0.0 0.00
H -0.2119 2.5156 6.7236 0.0 0.0 0.0 0.00
H -0.3434 1.2262 3.4514 0.0 0.0 0.1 0.00
H 0.2175 0.9811 5.0991 -0.1 0.0 -0.1 0.00
H 0.9863 3.3678 3.3387 0.0 0.1 0.0 0.00
H 1.9801 1.9303 3.6099 0.1 0.0 0.0 0.00
H 1.6162 3.0271 4.9523 0.1 0.0 0.0 0.00
H -4.3019 1.1410 3.5655 0.0 0.0 0.1 0.00
H -4.7693 0.1395 1.3249 0.0 0.0 -0.1 0.00
H -3.1376 0.5692 -0.5314 0.0 -0.1 0.1 0.00
H -0.9202 3.1081 1.8258 0.1 -0.1 0.1 0.01
C -3.7619 7.1339 -0.5000 0.0 0.0 0.0 0.00
C -4.4216 6.1690 -1.2447 0.0 0.0 0.0 0.00
C -3.7413 5.0450 -1.6900 0.0 -0.2 -0.1 0.00
C -2.3970 4.8784 -1.3806 0.0 -0.1 0.1 0.00
C -1.7409 5.8458 -0.6229 0.1 -0.2 0.0 0.00
C -2.4184 6.9747 -0.1928 0.0 0.1 0.1 0.00
As -1.3411 3.3537 -1.9954 -0.7 1.5 -1.0 0.04
C -2.4673 2.4681 -3.2875 -0.1 -0.3 -0.1 0.01
C -3.5594 1.6505 -3.0453 0.0 0.1 0.1 0.00
C -4.1453 0.9507 -4.0892 -0.1 0.0 0.1 0.00
C -3.6327 1.0618 -5.3727 0.0 0.0 0.0 0.00
C -2.5732 1.9159 -5.6308 0.0 0.0 0.0 0.00
C -1.9926 2.6392 -4.5965 -0.2 -0.1 0.2 0.00
C -0.9394 3.6518 -4.7342 0.2 0.2 0.2 0.00
C -0.4308 4.1407 -5.9311 0.0 0.0 0.1 0.00
C 0.4991 5.1664 -5.9156 0.0 0.0 -0.1 0.00
C 0.9261 5.7179 -4.7180 0.0 0.1 0.1 0.00
C 0.4324 5.2322 -3.5167 -0.1 0.0 0.2 0.00
C -0.4943 4.2023 -3.5257 0.2 -0.1 -0.2 0.01
H -4.2965 8.0076 -0.1550 0.0 0.0 0.0 0.00
H -5.4691 6.2942 -1.4801 0.0 0.0 0.0 0.00
H -4.2527 4.2977 -2.2870 0.0 0.1 0.0 0.00
H -0.6896 5.7061 -0.3784 -0.1 0.1 0.0 0.00
H -1.9056 7.7319 0.3837 0.0 0.0 0.0 0.00
H -3.9873 1.5941 -2.0518 0.0 -0.1 0.0 0.00
H -5.0033 0.3220 -3.8952 0.0 0.0 0.0 0.00
H -4.0776 0.4941 -6.1774 0.0 0.0 -0.1 0.00
H -2.2015 2.0117 -6.6408 0.0 0.0 0.0 0.00
H -0.7570 3.7335 -6.8774 0.0 0.0 0.0 0.00
H 0.8911 5.5456 -6.8483 0.0 0.0 -0.1 0.00
H 1.6315 6.5368 -4.7233 0.1 0.0 0.0 0.00
H 0.7648 5.6709 -2.5807 0.0 0.0 0.0 0.00
```
Forces are in eV/Å.

Record 2
This record from the Open Molecules 2025 dataset describes C3H2N2O in the gas phase. The level of theory is ωB97M-V with the def2-TZVPD basis set.

Computed properties:
structure (SMILES): O=C1C=NC=N1
net charge: 0
highest occupied orbital energy: -10.97 eV
energy above the lowest of the compared OMol25 structures with the same formula, charge and spin: 144.9 kJ/mol
2S+1: 1

Structure (XYZ):
```
8
Properties=species:S:1:pos:R:3:forces:R:3:mulliken_charge:R:1
O 2.2319 0.0544 -0.1042 -3.3 1.0 1.3 -0.46
C 1.0171 -0.0227 0.1563 4.5 -1.5 -1.9 0.57
C -0.0438 1.0204 0.1170 -3.1 0.6 -0.7 -0.10
N -1.2699 0.5480 -0.0278 4.7 -0.8 0.0 -0.40
C -0.8544 -0.8602 -0.0906 5.7 2.6 2.0 -0.17
N 0.3816 -1.2858 0.1108 -3.1 2.2 -0.4 -0.40
H 0.0770 2.0425 -0.0876 0.7 1.4 0.5 0.42
H -1.5395 -1.4966 -0.0738 -6.1 -5.5 -0.6 0.55
```
Forces are in eV/Å.

| no. | M (g/mol) | maximum force (eV/A) |
| --- | --- | --- |
| 1 | 1138.18 | 3.31 |
| 2 | 82.06 | 8.21 |